The following is a quantum chemistry calculation of 2 unconnected molecules or ions with the total composition C5H10N2O, from the Open Molecules 2025 dataset.

XYZ file:
```
18
Properties=species:S:1:pos:R:3:forces:R:3:mulliken_charge:R:1
C 0.2421 -0.0232 -1.0958 -4.0626 1.6384 -2.2123 -1.1932
C 1.3143 0.2427 -0.1912 1.5415 -0.2310 1.4507 0.8701
C 1.5956 -0.3453 1.0409 0.2343 0.7746 -1.5288 -0.5135
N 2.6610 0.3367 1.5316 0.4024 3.3434 -2.7819 -0.0823
C 3.0536 1.3552 0.6265 -6.3526 -4.8799 -2.7472 -0.4118
N 2.1810 1.2234 -0.4607 2.5907 1.7272 2.2995 -0.6032
H 0.2453 0.3745 -2.1727 1.0050 -0.4862 1.6034 0.3009
H -0.7231 0.5084 -0.7495 1.6355 -0.5103 -0.1920 0.1697
H -0.0746 -1.0349 -1.1758 0.0885 -1.1115 0.0711 0.3500
H 1.1717 -1.1958 1.5045 -0.2002 -0.5036 0.5007 0.4443
H 3.2932 0.0938 2.1989 1.4425 -1.1361 2.6032 0.1735
H 3.7218 2.1166 0.5922 2.2717 1.6343 0.8706 0.4887
C -3.0286 -0.6199 -0.6477 -3.4782 -0.3047 -0.3386 -0.0031
O -3.6986 -0.2588 0.5292 3.7702 -1.9006 5.4345 -0.5233
H -2.0013 -0.6486 -0.6091 1.8061 -0.0355 0.0736 -0.3385
H -3.4877 -1.5421 -0.9475 0.3687 -0.9801 -0.6068 0.3201
H -3.4583 0.1134 -1.2678 0.4103 0.9376 -1.8208 0.2469
H -3.0072 -0.6963 1.2940 -3.4736 2.0240 -2.6789 0.3046
```
Forces are in eV/Å.

SMILES string: Cc1c[nH]cn1.CO
LUMO (eV): 0.6
DFT total energy (Eh): -381.17364
Gap between HOMO and LUMO (eV): 9.1
Highest occupied orbital energy (eV): -8.4844
Multiplicity: 1